[1]
C29H81N9O17 | ωB97M-V with the def2-TZVPD basis set

Its spin multiplicity is 1. The HOMO energy is -8.98 eV. The energy above the lowest of the compared OMol25 structures with the same formula, charge and spin is 0.0 kJ/mol. The SMILES is COCCNCCOC.COCCNCCOC.COCCNCCOC.NC(N)=O.NC(N)=O.NC(N)=O.OCCO.OCCO.OCCO.OCCO. The HOMO-LUMO gap comes out at 9.343 eV.

Positions of all 136 atoms, in Å:
C: 15.855 8.130 18.555
C: 15.936 6.945 23.660
H: 8.119 4.779 15.222
H: 6.018 10.521 22.073
C: 6.877 10.246 21.437
H: 13.195 6.795 24.358
O: 9.541 6.130 24.370
C: 15.997 -0.038 25.858
H: 15.325 6.158 20.839
H: 6.014 10.898 19.596
H: 14.963 -0.193 26.280
H: 7.835 6.025 22.713
H: 11.796 6.388 22.165
O: 12.154 11.359 22.750
H: 10.905 5.562 25.784
H: 16.331 -0.922 25.258
O: 9.292 6.469 17.984
H: 5.411 4.568 17.771
H: 12.052 7.711 26.063
H: 9.898 6.982 26.233
H: 15.227 7.932 21.875
C: 6.125 5.070 17.080
H: 6.090 8.566 20.497
C: 10.719 4.231 15.494
H: 14.631 3.922 22.080
O: 5.570 5.319 15.782
H: 9.619 9.821 17.560
H: 14.197 8.475 17.113
H: 15.891 7.883 24.182
H: 10.989 8.525 25.006
H: 18.216 2.973 19.539
O: 14.722 6.203 23.859
C: 11.403 5.371 13.673
C: 10.474 6.482 25.444
H: 9.313 5.178 24.467
H: 11.555 9.094 20.673
N: 11.916 9.517 21.570
H: 10.318 4.301 22.793
H: 14.481 4.340 19.720
H: 7.633 3.812 17.993
H: 8.962 3.150 22.950
H: 12.972 3.314 24.195
H: 7.782 10.477 21.986
H: 12.200 4.671 13.364
C: 9.749 8.866 18.149
H: 9.882 3.196 21.386
N: 10.508 11.320 21.122
H: 14.031 1.350 24.721
N: 17.221 2.758 19.541
O: 16.110 6.215 21.284
O: 14.560 6.564 17.308
H: 11.443 3.386 15.366
H: 8.911 5.802 17.357
H: 6.090 13.663 19.230
H: 6.495 8.241 22.953
N: 8.424 4.620 16.225
C: 9.952 3.302 22.487
C: 7.206 7.983 22.187
H: 8.191 8.191 22.551
C: 12.508 6.246 20.241
C: 4.487 6.226 15.879
N: 11.531 6.385 21.172
H: 9.722 3.221 17.117
C: 9.497 3.607 16.099
H: 11.182 5.038 16.073
H: 5.924 4.404 21.167
H: 15.344 6.036 17.661
H: 4.020 6.416 14.910
H: 14.931 0.593 23.367
N: 15.068 3.567 19.535
H: 16.000 9.209 18.658
N: 14.279 3.088 22.577
O: 9.393 8.968 19.530
C: 7.287 4.097 16.987
O: 10.330 4.715 14.275
C: 6.773 11.256 20.307
H: 7.793 11.216 19.843
H: 17.050 7.884 22.240
H: 16.746 6.367 24.117
C: 12.956 3.302 23.072
O: 16.846 4.800 18.534
H: 10.262 10.956 20.226
H: 12.938 6.289 18.297
O: 12.343 7.282 24.061
H: 15.788 7.965 16.425
H: 12.010 2.269 21.488
H: 17.223 6.722 18.820
O: 16.009 1.149 25.092
H: 3.627 5.677 16.444
C: 14.965 1.331 24.185
H: 7.826 13.303 19.417
H: 10.622 6.600 20.840
H: 8.052 7.905 17.099
H: 4.835 7.129 16.421
H: 11.046 5.847 12.754
H: 12.589 4.328 22.879
H: 14.860 2.716 20.048
O: 13.656 5.909 20.567
O: 17.180 7.656 18.539
H: 7.069 14.467 20.526
C: 5.554 4.779 22.106
H: 7.034 3.152 16.578
H: 11.833 6.078 14.308
H: 10.427 12.351 21.287
H: 16.922 2.244 20.406
H: 11.204 6.308 18.709
C: 12.053 2.203 22.601
H: 12.753 9.163 21.960
C: 9.105 7.738 17.373
H: 10.854 8.719 18.174
C: 6.964 13.565 19.966
C: 15.067 7.858 17.228
N: 6.949 8.839 20.962
H: 6.127 4.283 22.855
H: 7.404 6.222 20.966
H: 14.326 6.097 23.009
O: 5.793 6.133 22.145
O: 6.618 12.506 20.852
H: 9.597 7.762 16.340
N: 12.163 6.390 18.968
C: 11.502 10.731 21.905
H: 15.283 7.749 19.396
C: 11.465 7.583 25.155
C: 15.278 2.672 23.585
H: 8.410 8.919 19.673
H: 15.408 3.501 24.348
C: 16.336 3.844 19.127
H: 16.221 2.682 22.985
H: 4.533 4.480 22.300
H: 6.393 6.022 17.511
H: 16.720 0.161 26.645
H: 9.176 2.748 15.434
C: 16.078 7.331 22.233
O: 10.705 2.189 23.019
H: 12.469 1.212 22.806
C: 7.143 6.497 21.948

***

[2]
C18H28N4O5S | ωB97M-V with the def2-TZVPD basis set

Its spin multiplicity is 1. The HOMO energy is -8.36 eV. The energy above the lowest of the compared OMol25 structures with the same formula, charge and spin is 332.4 kJ/mol. The SMILES is CCN(CC)CCNC(=O)[C@@H]1CCCCN1S(=O)(=O)c1cccc([N+](=O)[O-])c1. The HOMO-LUMO gap comes out at 7.360 eV.

Positions of all 56 atoms, in Å:
C: 5.095 -1.025 -1.596
O: 4.935 -0.582 3.049
H: 0.878 0.600 1.340
C: -0.619 1.977 0.770
C: 1.899 3.081 -0.838
H: -3.631 1.580 -0.278
O: -0.713 3.024 1.376
C: -2.900 -1.637 0.506
H: 6.805 -0.829 -0.298
C: -2.672 -1.716 -1.006
H: -3.110 -2.643 0.885
H: 2.842 1.793 0.612
H: -1.704 -2.165 -1.216
C: -5.167 -1.418 1.372
C: 2.972 -1.049 -0.482
C: 0.743 1.295 0.503
C: 1.889 2.309 0.479
O: 0.813 -1.739 -1.804
H: -6.780 -2.676 0.705
H: -4.509 0.881 2.023
H: -3.044 2.500 1.135
C: -3.616 0.455 1.562
H: 0.984 3.671 -0.912
H: -2.888 0.248 2.364
C: -5.845 -2.282 0.313
H: -6.056 -1.684 -0.569
H: -1.977 -1.310 0.997
C: 3.711 -1.102 -1.651
S: 1.175 -1.089 -0.580
H: 3.001 -0.912 1.656
O: 6.845 -0.731 2.072
H: -1.444 0.390 -0.158
C: 4.970 -0.846 0.790
H: -5.879 -0.657 1.699
H: 1.741 2.995 1.313
N: 0.683 0.479 -0.689
H: 2.748 3.767 -0.857
H: -4.915 -2.042 2.248
H: -5.217 -3.120 0.024
C: 0.775 1.167 -1.956
N: -4.001 -0.739 0.839
O: 0.667 -1.598 0.657
C: 3.583 -0.925 0.748
C: 5.730 -0.892 -0.373
C: 1.978 2.107 -2.011
N: 5.634 -0.711 2.070
H: 2.905 1.532 -1.950
H: -0.144 1.748 -2.097
H: 1.970 2.646 -2.958
N: -1.652 1.271 0.288
H: 3.188 -1.223 -2.586
C: -3.028 1.531 0.632
H: -2.700 -0.724 -1.451
H: 5.677 -1.069 -2.503
H: 0.821 0.394 -2.725
H: -3.446 -2.311 -1.482

***

[3]
C17H39BeN5O13Sr2 | ωB97M-V with the def2-TZVPD basis set

Its spin multiplicity is 1. The HOMO energy is -6.48 eV. The HOMO-LUMO gap comes out at 3.693 eV.

Positions of all 77 atoms, in Å:
C: -2.284 18.241 -23.488
O: 3.918 22.285 -27.270
O: 2.761 18.823 -23.761
H: 5.707 13.511 -27.793
H: -1.284 13.973 -26.904
H: 7.083 14.450 -27.276
H: 5.793 21.338 -25.767
C: -0.867 18.045 -21.428
H: 2.719 10.930 -23.493
H: 2.980 21.754 -20.673
H: 1.328 21.390 -21.357
O: 5.796 17.556 -22.725
H: 1.688 16.084 -19.500
H: 2.093 20.331 -20.325
C: 3.507 14.921 -18.988
Sr: 3.469 16.548 -23.235
H: 5.096 19.675 -25.750
O: 3.264 16.910 -20.688
H: 2.158 15.102 -20.740
O: 4.268 20.308 -27.936
C: 4.093 15.512 -26.280
C: 6.052 14.200 -27.023
H: 8.299 15.240 -23.135
C: 2.818 13.038 -23.584
H: 1.271 19.864 -22.722
O: 0.667 16.268 -23.077
N: 0.141 15.034 -28.093
H: -3.262 18.064 -23.040
N: 4.308 21.164 -27.065
H: 7.230 17.381 -24.227
H: 6.340 17.132 -26.928
O: 7.203 15.144 -21.410
O: 0.656 16.104 -28.319
C: -0.522 14.728 -26.710
H: 6.267 16.077 -24.073
C: 2.311 19.580 -22.945
O: 3.792 11.353 -21.817
N: 3.023 20.348 -22.182
O: 4.912 14.717 -19.286
C: 4.882 20.742 -25.811
H: 4.900 20.061 -21.074
H: -0.666 19.116 -21.451
H: 4.824 21.474 -22.210
H: -1.474 17.725 -20.581
O: 3.874 14.005 -23.330
H: 3.717 14.555 -25.887
H: 4.969 19.851 -22.778
O: 0.081 14.210 -28.922
H: -0.988 15.663 -26.400
H: 1.894 13.608 -23.493
N: -1.150 17.569 -22.801
H: 2.988 14.040 -18.612
C: 7.733 15.917 -22.495
H: 6.502 16.354 -28.505
H: 3.759 15.555 -18.137
Be: 5.956 16.938 -20.013
H: 4.118 21.002 -25.078
C: 6.771 16.797 -23.430
C: 2.602 15.780 -20.010
C: 4.494 20.456 -22.006
H: 1.747 11.669 -22.277
C: 2.729 11.727 -22.748
C: 2.328 21.015 -21.140
H: -2.372 17.999 -24.547
H: 2.638 12.935 -24.654
H: -0.802 16.585 -24.513
C: -0.408 16.729 -23.495
H: 0.209 14.334 -26.004
C: 5.803 16.580 -27.700
H: 0.093 17.606 -21.156
O: 3.587 16.563 -25.943
N: 5.232 15.461 -27.030
Sr: 5.519 13.220 -21.432
H: 5.146 17.370 -28.064
H: 8.406 16.642 -22.037
H: 6.057 13.818 -26.002
H: -2.221 19.329 -23.507